16
Properties=species:S:1:pos:R:3 method="wB97M-V/def2-TZVPD" total_energy_ha=-230.1416 e_above_lowest_kj_mol=106.97 charge=+1 gap_ev=10.12
C -1.91400 1.00461 -0.59665
N -1.62794 0.04406 0.51254
H -2.98139 1.15611 -0.73118
H -1.58212 0.55383 -1.53303
H -1.41514 1.94532 -0.41013
H -2.24374 -0.75468 0.44918
H -0.08105 -0.25417 0.15138
H -1.76069 0.53532 1.38699
C 1.95914 0.30317 0.73678
C 1.28265 -1.53860 -0.68237
N 0.97172 -0.55001 0.04199
H 2.51758 -0.28691 1.45717
H 2.62725 0.70173 -0.02128
H 1.40085 1.11270 1.20886
H 0.56724 -2.01028 -1.33841
H 2.27964 -1.96219 -0.63184

16
Properties=species:S:1:pos:R:3 method="wB97M-V/def2-TZVPD" smiles="NCN=O.CC" total_energy_ha=-304.9255 e_above_lowest_kj_mol=391.51 gap_ev=8.69
N -0.78032 -2.22379 -0.24393
C -0.66343 -1.32956 0.86146
N 0.87097 -0.84642 1.26394
O 0.98754 -0.08655 2.18044
H -0.64873 -1.73442 -1.12338
H -0.09450 -2.96960 -0.19242
H -0.95086 -1.86464 1.77376
H -1.39843 -0.51739 0.80732
C 0.80882 0.91251 -0.92233
C -0.08197 2.02637 -0.40537
H 0.56915 0.63527 -1.94978
H 1.85929 1.18486 -0.85773
H 0.46476 -0.08903 -0.37024
H -1.13173 1.73633 -0.46836
H 0.14505 2.23185 0.64210
H 0.04438 2.93422 -0.99546

12
Properties=species:S:1:pos:R:3 method="wB97M-V/def2-TZVPD" total_energy_ha=-265.3570 e_above_lowest_kj_mol=468.74 gap_ev=10.54
C 3.47660 0.46110 0.12076
C 0.26211 -0.71169 0.60273
C -1.20277 -0.74329 0.18338
C -1.87673 0.57229 0.23349
N 4.49955 0.72993 -0.31499
N -0.05244 -0.81405 -0.67882
H 2.46889 0.09327 0.26459
H -1.96002 -1.63310 0.19926
H -2.77396 0.62006 -0.37125
H -1.04279 1.32648 0.06747
H -2.15698 0.73254 1.20493
H 0.35854 -0.63356 -1.51153

13
Properties=species:S:1:pos:R:3 method="wB97M-V/def2-TZVPD" smiles="[H]/N=C/OCC(N)=O" total_energy_ha=-377.8974 e_above_lowest_kj_mol=162.54 gap_ev=10.55
H 1.60678 1.52973 -1.60489
N 1.06837 0.86186 -1.06383
C 1.70589 0.52897 -0.02239
O 1.26334 -0.28458 0.92837
C -0.07901 -0.79158 1.03373
C -1.31328 -0.13796 0.36914
N -1.49281 -0.31227 -0.97463
O -2.17233 0.31570 1.10309
H 2.71275 0.86446 0.24416
H -0.05739 -1.84610 0.74295
H -0.28462 -0.72048 2.09966
H -2.30457 0.18125 -1.32422
H -0.65312 -0.18899 -1.53114

32
Properties=species:S:1:pos:R:3 method="wB97M-V/def2-TZVPD" smiles="COc1cccc(NC(=O)N2CCCC2)c1" total_energy_ha=-726.8796 e_above_lowest_kj_mol=8.78 gap_ev=8.60
C -3.95815 -2.49242 0.02243
O -4.46317 -1.17822 -0.01147
C -3.57748 -0.14465 -0.00907
C -4.13359 1.13506 -0.04290
C -3.30786 2.23973 -0.04273
C -1.93286 2.09326 -0.00970
C -1.37376 0.81837 0.02362
N 0.01826 0.71953 0.05497
C 0.80000 -0.41435 0.09250
O 0.37087 -1.55252 0.08629
N 2.13801 -0.16720 0.14920
C 3.07685 -1.27602 0.09507
C 4.35489 -0.64352 -0.44210
C 4.29781 0.75826 0.16098
C 2.81164 1.11423 0.06993
C -2.19840 -0.30175 0.02396
H -4.83141 -3.14318 0.01363
H -3.37645 -2.67588 0.93084
H -3.33587 -2.70630 -0.85180
H -5.20657 1.23405 -0.06859
H -3.73818 3.22982 -0.06860
H -1.29255 2.96436 -0.00956
H 0.49295 1.60865 0.05656
H 2.67353 -2.06832 -0.53746
H 3.22922 -1.68480 1.10122
H 5.24587 -1.19302 -0.14800
H 4.31881 -0.58646 -1.53054
H 4.92344 1.47559 -0.36616
H 4.60830 0.72413 1.20557
H 2.51047 1.77744 0.88850
H 2.59391 1.60948 -0.88698
H -1.73852 -1.27335 0.05041

34
Properties=species:S:1:pos:R:3 method="wB97M-V/def2-TZVPD" total_energy_ha=-2622.0224 e_above_lowest_kj_mol=114.99 charge=+2 multiplicity=3 gap_ev="4.21 / 4.00"
C 4.44048 0.16892 0.18327
C 3.36027 0.52192 1.02589
H 5.41685 0.26009 0.71060
H 4.44159 0.86242 -0.70543
H 4.32939 -0.88943 -0.15665
O 2.82794 0.84219 2.02133
I 1.47350 -2.05761 -3.19405
V 0.84378 -0.76763 -1.24428
P 0.67520 1.47474 -1.00332
C -0.28081 1.73847 0.53164
C 2.03903 2.64065 -1.02339
H -0.36571 1.41738 -3.20752
H -0.34736 3.06475 -2.51567
H -1.53125 1.84581 -1.92430
C -0.51131 2.00509 -2.29337
H 2.84538 2.26797 -1.66348
H 1.64921 3.56667 -1.45817
H -0.66094 2.76717 0.55130
H 0.39654 1.55267 1.37396
H 2.41288 2.83453 -0.01350
H -1.10958 1.02184 0.59034
C 1.34593 -1.30084 0.44736
O 1.45337 -1.70433 1.55188
Cl -1.35602 -1.07049 -1.12190
C -2.58871 -3.30636 1.36017
C -2.99723 -1.86201 1.56366
C -4.36500 -1.53279 0.99749
O -2.26123 -1.04591 2.11241
H -3.37194 -3.95337 1.77179
H -1.64100 -3.47066 1.87389
H -2.46133 -3.50786 0.28603
H -4.69194 -0.56946 1.39037
H -4.32834 -1.50329 -0.09964
H -5.08165 -2.31125 1.28129

29
Properties=species:S:1:pos:R:3 method="wB97M-V/def2-TZVPD" smiles=CC[Si]1(CC)O[C@H](C)c2ccsc21 total_energy_ha=-1153.5655 e_above_lowest_kj_mol=0.00 gap_ev=9.61
C -1.97242 0.90604 2.63929
C -2.13374 1.21599 1.14643
Si -0.94470 0.33950 0.03141
C -1.66348 0.35245 -1.79521
C -0.72766 0.66592 -2.88277
O -0.69949 -1.21753 0.50765
C 0.68255 -1.63172 0.28296
C 1.29839 -2.35506 1.49303
C 1.50745 -0.43904 -0.12939
C 2.90328 -0.23499 -0.47644
C 3.17787 1.03385 -0.75814
S 1.85966 2.06949 -0.59870
C 0.80011 0.75990 -0.20265
H -2.24226 -0.09615 2.79484
H -0.87337 0.75166 2.89747
H -2.31773 1.58808 3.34696
H -2.03497 2.21594 0.98833
H -3.21997 0.92477 0.73702
H -2.18267 -0.58389 -2.06932
H -2.48723 1.04572 -1.81162
H -0.48111 -0.23025 -3.48952
H -1.15527 1.43583 -3.52886
H 0.32785 0.97582 -2.56177
H 0.65292 -2.31138 -0.63617
H 0.93872 -1.75276 2.26787
H 2.34187 -2.56228 1.52465
H 0.77560 -3.22772 1.65962
H 3.66166 -1.03595 -0.45064
H 4.20816 1.39774 -0.92630